Density functional theory data (the ωB97M-V functional and the def2-TZVPD basis) for a 14-piece molecular cluster, C42H72F9O47P5 overall at a distorted geometry.

Geometry as XYZ:
```
175
Properties=species:S:1:pos:R:3:forces:R:3:mulliken_charge:R:1
P -7.477 12.196 -16.588 0.5 0.9 -0.6 1.070
P 5.450 5.469 -13.326 -0.5 -2.2 -2.1 1.020
P 12.086 -3.111 -11.382 -0.4 0.0 -0.4 1.007
P 7.786 10.013 -25.175 0.6 -0.7 0.0 1.042
P 1.893 -3.005 -15.588 0.5 -1.7 0.2 1.018
F -2.370 6.390 -3.286 0.8 0.2 0.8 -0.284
F 3.876 14.175 -8.710 -1.0 0.9 0.5 -0.267
F 6.477 -3.853 -5.973 -0.2 -0.2 -0.5 -0.273
F 1.618 15.064 -15.377 -0.4 -0.4 0.1 -0.271
F 14.232 9.172 -0.753 1.6 -2.6 1.0 -0.285
F -7.639 0.727 -13.126 0.4 -0.8 0.1 -0.281
F 15.233 3.802 -16.239 -0.2 0.6 0.8 -0.296
F 18.398 5.281 -10.543 0.8 -0.9 -0.4 -0.275
F 11.137 1.351 -2.884 -0.1 0.7 0.0 -0.275
O 11.922 1.973 -4.945 -0.5 0.7 -0.2 -0.271
O 10.881 -2.378 -10.582 1.9 -1.3 -0.2 -0.224
O -7.158 10.626 -16.379 -0.9 1.1 0.2 -0.313
O 6.240 13.182 -7.844 2.9 1.2 2.2 -0.315
O 6.542 10.994 -24.839 0.4 -0.5 -1.0 -0.293
O 4.354 -0.791 -4.609 4.0 -3.1 0.3 -0.597
O -2.006 5.638 -5.942 0.3 -1.6 -1.4 -0.294
O 21.139 8.333 -10.372 -3.2 -1.0 1.0 -0.557
O 11.484 9.500 -4.069 2.6 0.7 4.5 -0.568
O -0.107 6.851 -6.540 -3.8 -1.3 1.8 -0.578
O 13.182 -3.382 -10.280 0.4 0.3 0.4 -0.293
O 0.410 -2.542 -15.239 0.6 0.1 -0.2 -0.338
O -8.980 12.314 -16.045 0.1 -0.2 -0.1 -0.296
O 13.010 3.377 -6.411 -0.4 -2.2 4.5 -0.548
O -6.822 3.805 -13.339 0.4 -0.1 0.6 -0.319
O 7.061 8.587 -25.388 -0.1 0.7 -0.6 -0.294
O -7.702 12.307 -18.224 1.0 1.3 1.9 -0.336
O 11.569 10.165 -1.883 -4.2 -0.7 -2.7 -0.326
O 4.537 6.789 -13.150 2.0 -0.8 0.5 -0.249
O 11.534 -4.606 -11.730 1.7 2.8 -1.1 -0.304
O 2.461 -1.717 -16.341 -2.6 -0.3 1.2 -0.258
O -6.646 2.261 -11.717 -1.1 0.6 -0.3 -0.319
O 12.549 -2.355 -12.553 -0.4 -0.6 0.4 -0.683
O 6.355 -1.715 -5.248 2.1 -0.2 -1.6 -0.270
O -5.017 3.910 -11.949 -2.6 -0.8 0.1 -0.495
O 13.950 2.729 -4.371 -0.8 0.6 -1.9 -0.297
O 5.657 13.629 -9.888 0.2 0.3 -0.4 -0.309
O 4.479 4.199 -12.784 2.0 1.8 -2.4 -0.315
O 13.432 9.516 -2.829 0.1 0.7 0.5 -0.288
O 13.016 7.011 -17.245 0.6 -3.6 2.0 -0.556
O 6.047 5.254 -14.699 -1.8 0.4 2.7 -0.695
O 2.594 14.462 -17.350 2.0 -0.8 1.7 -0.302
O -1.665 7.595 -5.114 -0.1 1.5 1.7 -0.300
O 2.031 -4.301 -16.356 -0.5 2.7 1.9 -0.673
O 1.517 13.132 -18.910 0.6 3.9 3.1 -0.563
O 7.629 14.446 -9.116 -1.6 -1.2 0.3 -0.531
O 8.375 9.756 -23.734 1.2 0.5 1.3 -0.309
O -6.441 13.123 -16.003 -2.2 -1.6 -1.6 -0.672
O 18.846 8.238 -9.934 3.3 3.2 -1.6 -0.317
O 0.728 15.164 -18.139 -1.2 0.1 -0.8 -0.320
O 12.710 4.754 -17.320 -0.5 -0.2 0.1 -0.308
O 6.551 5.522 -12.195 0.1 1.0 -0.3 -0.271
O 20.158 6.511 -9.629 -1.7 -3.7 0.6 -0.288
O 5.246 -2.608 -3.616 -1.5 -0.6 0.5 -0.295
O 8.831 10.424 -26.154 -1.8 -0.4 1.3 -0.676
O 13.909 5.581 -15.677 0.9 0.6 1.1 -0.287
O 2.661 -2.959 -14.098 -0.7 0.0 -2.4 -0.276
C 13.398 2.197 -3.210 -0.4 -0.4 1.3 -0.376
C 12.932 2.786 -5.316 1.6 1.6 -3.8 0.665
C 12.104 9.706 -2.993 -2.6 -1.1 -5.2 0.685
C 2.490 -4.057 -13.217 0.3 -0.6 0.8 -0.694
C -9.780 13.534 -16.087 0.3 -0.4 0.1 -0.651
C 14.071 4.215 -15.588 -0.7 -1.4 -0.4 0.243
C 6.980 -2.986 -5.059 -0.7 0.1 0.6 0.342
C 13.755 10.074 -1.585 0.0 1.4 1.3 0.447
C -7.980 2.986 -13.485 -0.5 0.8 0.9 -0.361
C 4.552 13.141 -9.203 -0.2 -2.3 -1.0 0.241
C -5.784 10.283 -16.613 -0.2 -0.7 -0.5 -0.670
C -2.741 7.042 -4.410 -0.8 1.4 0.0 0.245
C -8.555 11.450 -18.982 0.5 -0.2 0.9 -0.610
C 20.129 7.728 -10.012 2.6 4.7 -1.9 0.670
C 12.431 10.489 -0.929 1.1 1.7 1.5 -0.370
C 12.926 3.658 -16.425 0.8 0.1 0.0 -0.380
C 14.198 -2.405 -9.886 -0.7 0.3 0.3 -0.662
C 5.281 -1.640 -4.499 -5.6 4.0 -0.2 0.682
C 6.831 12.286 -24.313 0.8 1.0 0.7 -0.720
C 7.284 6.761 -12.077 -0.1 1.1 1.7 -0.716
C 13.188 5.887 -16.758 -1.0 3.1 -3.1 0.668
C 7.675 7.435 -25.987 0.2 0.1 -1.0 -0.694
C 12.204 1.373 -3.713 0.9 -0.7 0.1 0.314
C 6.618 13.803 -8.957 2.1 1.7 -0.5 0.669
C 7.622 9.263 -22.618 -1.0 -0.7 -0.5 -0.714
C 17.960 7.315 -9.596 -2.2 -2.3 0.6 -0.306
C 3.251 6.912 -13.741 0.1 -0.8 0.5 -0.622
C 6.426 -3.321 -3.698 1.7 -0.7 1.7 -0.479
C 3.776 -1.688 -16.691 2.7 -0.4 -1.2 -0.722
C 1.279 16.250 -17.413 0.0 0.2 0.8 -0.378
C 4.028 4.053 -11.471 0.0 0.5 0.9 -0.587
C 9.799 -1.887 -11.351 -0.9 -0.1 0.6 -0.662
C -6.091 3.436 -12.239 1.5 -1.0 -1.4 0.649
C -1.177 6.665 -5.931 4.5 1.2 -2.2 0.672
C 18.799 6.050 -9.520 -0.4 0.4 2.1 0.271
C 2.205 15.535 -16.498 1.1 0.2 -0.7 0.221
C -7.856 1.881 -12.457 1.6 0.8 0.0 0.347
C -3.204 6.057 -5.358 -2.0 -1.2 -0.1 -0.453
C 10.956 -5.474 -10.865 -2.0 -1.7 2.3 -0.751
C 0.118 -1.419 -14.367 -0.6 0.0 -0.3 -0.630
C 1.619 14.139 -18.177 -1.6 -2.5 -3.1 0.690
C 5.201 12.350 -8.072 -1.9 -1.5 -0.7 -0.383
H -9.150 10.874 -18.273 -0.2 -0.3 -0.4 0.317
H 2.763 5.954 -13.558 -0.5 0.1 -0.2 0.286
H -9.202 12.050 -19.622 0.2 0.0 0.0 0.244
H 17.360 7.634 -8.744 0.4 -0.3 0.5 0.286
H 8.064 -3.005 -5.174 -0.2 0.7 0.0 0.288
H 4.570 4.718 -10.799 -0.1 0.0 0.2 0.292
H -3.911 6.467 -6.079 0.2 0.0 -0.3 0.315
H 14.125 1.610 -2.649 0.0 -0.1 -0.3 0.256
H 6.901 12.279 -23.225 -0.4 -0.4 0.1 0.266
H -5.773 9.336 -17.152 -0.2 -0.1 0.0 0.257
H 12.026 3.385 -15.874 0.0 0.3 0.0 0.298
H -8.822 3.620 -13.209 -0.2 -0.1 -0.5 0.270
H 8.956 -2.100 -10.694 -0.4 0.4 -0.3 0.254
H 6.937 7.180 -11.133 0.1 0.1 0.2 0.289
H 6.886 6.864 -26.477 -0.1 -0.1 0.4 0.257
H 3.975 12.563 -9.925 -0.3 0.2 0.2 0.327
H 2.791 7.693 -13.135 -0.3 0.1 -0.7 0.216
H -3.730 5.307 -4.767 0.3 -0.6 -0.5 0.322
H 14.525 10.845 -1.615 -0.2 0.2 -0.8 0.262
H 5.592 11.366 -8.333 -0.1 -0.1 -0.7 0.277
H 3.253 -4.832 -13.274 0.4 0.2 -0.7 0.273
H -9.709 13.984 -15.097 0.3 0.4 -0.4 0.266
H 7.649 9.876 -21.717 0.4 0.4 -0.4 0.294
H 17.222 7.059 -10.357 0.0 0.5 -0.5 0.232
H 6.334 -4.377 -3.441 -0.5 0.0 -0.6 0.309
H 2.615 -3.660 -12.209 -0.5 0.1 0.0 0.268
H 2.969 4.307 -11.438 -0.1 -0.2 0.2 0.253
H 13.351 2.781 -16.913 -0.5 0.2 -0.4 0.287
H 4.571 12.128 -7.210 0.0 0.8 0.1 0.292
H 11.557 -6.312 -10.513 0.6 0.1 -0.6 0.299
H 9.628 -2.442 -12.272 0.3 0.2 -0.2 0.329
H 8.265 6.809 -25.318 -0.4 0.2 0.6 0.285
H 6.114 13.054 -24.604 -0.4 -0.6 -0.2 0.275
H -9.511 14.166 -16.934 0.5 0.2 0.4 0.311
H 8.368 7.668 -26.795 0.0 0.6 0.0 0.321
H 12.122 10.007 -0.002 0.8 -0.7 0.0 0.231
H 13.097 3.028 -2.572 -0.4 -0.1 0.2 0.282
H -7.845 10.835 -19.536 -0.6 -0.3 -0.3 0.242
H 7.799 12.710 -24.582 0.2 -0.5 -0.6 0.343
H -5.294 10.097 -15.657 0.2 0.6 -0.2 0.232
H 1.843 16.929 -18.051 -0.1 -0.1 -0.2 0.295
H -5.349 11.021 -17.288 0.5 0.0 0.5 0.352
H 1.555 -4.603 -13.341 -0.3 0.4 0.0 0.310
H 14.133 -1.468 -10.438 0.0 -0.3 -0.5 0.319
H -0.427 -1.842 -13.524 0.5 0.2 0.3 0.274
H 15.200 -2.831 -9.945 -0.3 -0.2 -0.2 0.250
H 6.582 9.134 -22.918 -0.2 0.3 0.1 0.324
H 4.110 -2.681 -16.992 0.3 -0.3 0.4 0.344
H 4.217 3.033 -11.136 -0.2 0.0 -0.1 0.226
H 13.998 -2.103 -8.858 0.0 -0.4 0.1 0.272
H 0.967 -0.784 -14.115 0.3 -0.6 0.2 0.308
H 14.053 3.850 -14.561 0.5 0.4 0.0 0.331
H -8.073 2.547 -14.479 0.2 0.3 0.0 0.264
H 8.365 6.677 -11.961 -0.1 -0.9 -0.4 0.273
H -8.735 1.708 -11.835 0.4 0.2 0.4 0.246
H 7.916 8.249 -22.347 0.6 0.1 -0.1 0.292
H 7.009 -2.916 -2.871 0.8 0.0 -0.2 0.293
H 0.610 16.824 -16.772 -0.7 -0.3 -0.6 0.323
H 4.385 -1.277 -15.886 0.1 -0.1 -0.1 0.253
H -0.575 -0.734 -14.855 -0.1 -0.3 -0.4 0.281
H 3.043 16.149 -16.168 0.3 -0.4 -0.3 0.305
H 10.038 -5.889 -11.281 0.1 -0.1 -0.5 0.314
H 12.429 0.326 -3.917 0.2 -0.1 0.1 0.249
H 9.935 -0.813 -11.482 -0.2 -0.2 -0.3 0.226
H -10.837 13.325 -16.252 0.1 -0.8 0.1 0.258
H 3.949 -1.135 -17.614 -0.4 0.5 0.2 0.266
H 7.095 7.580 -12.771 -0.3 -0.7 -0.7 0.333
H 12.276 11.540 -0.687 0.7 0.4 -0.3 0.211
H 10.577 -5.068 -9.927 0.2 0.8 0.1 0.310
H -3.519 7.766 -4.171 0.5 0.4 0.2 0.355
H 3.338 7.067 -14.816 -0.2 0.4 0.2 0.268
H 18.692 5.562 -8.551 0.2 -0.6 -0.4 0.283
```
Positions in Å, forces in eV/Å.

F_max, hartree/bohr: 0.1332
Total charge: 0
LUMO level, eV: -0.14
Electronic energy, eV: -211860.95734